#w
ORCA calculation (ωB97M-V with the def2-TZVPD basis set) on a single C5H12N2 molecule.

Atoms and positions in Å:
C (-0.31921, 0.17805, -2.92362)
C (-0.01061, -0.77823, -2.05990)
C (-0.91544, -1.19439, -0.91794)
C (-0.75772, -0.33985, 0.32526)
N (0.50448, -0.51939, 1.00758)
C (0.76931, 0.34660, 2.11214)
N (0.75881, 1.79788, 1.76634)
H (0.25658, 0.38531, -3.80704)
H (-1.22574, 0.73319, -2.72172)
H (0.96785, -1.24901, -2.12662)
H (-1.93578, -1.02769, -1.28080)
H (-0.76463, -2.23516, -0.64228)
H (-1.00272, 0.72003, 0.23286)
H (-1.52409, -0.65978, 1.04989)
H (1.28437, -0.85537, 0.47249)
H (-0.02484, 0.22307, 2.85900)
H (1.75191, 0.07187, 2.49904)
H (1.69811, 2.10637, 1.54709)
H (0.48936, 2.29648, 2.60823)

Lowest unoccupied orbital energy (eV): 1.1
2S+1: 1
Total charge: 0
SMILES: C=CCCNCN



#x
ORCA calculation (ωB97M-V with the def2-TZVPD basis set) on a 2-piece molecular cluster, C5H12N2 overall.

Atoms and positions in Å:
C (-2.51925, -0.45942, -0.15841)
C (-1.47408, -0.45436, 0.63219)
C (0.73235, -1.38478, -1.04804)
C (1.27886, -0.19271, 1.08452)
C (0.56160, -0.12015, -0.16994)
N (0.53323, 2.37496, -0.03106)
N (0.67806, 1.17990, -0.83464)
H (-3.53226, -0.72332, 0.25957)
H (-2.52386, -0.48253, -1.21481)
H (-1.45585, -0.18142, 1.63136)
H (0.24888, -2.42030, -0.79005)
H (1.80811, -1.65145, -1.20369)
H (0.36549, -1.05969, -2.01225)
H (0.70652, 0.53835, 1.68591)
H (1.30464, -1.14696, 1.67015)
H (2.40121, -0.05235, 1.10798)
H (-0.40193, 2.52102, 0.29307)
H (1.19876, 2.37096, 0.75625)
H (0.08953, 1.34424, -1.65811)

Lowest unoccupied orbital energy (eV): 1.0
2S+1: 1
Total charge: 0



#y
ORCA calculation (ωB97M-V with the def2-TZVPD basis set) on a single C5H12N2 molecule.

Atoms and positions in Å:
C (-1.75381, 1.32891, 0.60552)
C (-0.73117, 0.56828, 0.13850)
C (-0.69344, -0.91371, 0.50715)
C (0.76641, -1.20329, 0.93951)
N (1.33320, -0.42021, 1.97246)
N (-0.01134, 0.99877, -0.98510)
C (0.63474, 0.31421, -2.10968)
H (-2.62261, 0.78482, 0.90957)
H (-1.62352, 2.34759, 0.21839)
H (-1.44696, -1.15307, 1.22546)
H (-0.83926, -1.58436, -0.33316)
H (1.32793, -1.25373, -0.03785)
H (0.81269, -2.29982, 1.12194)
H (1.98162, 0.30766, 1.72972)
H (0.57729, -0.08930, 2.55926)
H (-0.24032, 1.93954, -1.26177)
H (1.59674, 0.79079, -2.38045)
H (0.97862, -0.69359, -1.87176)
H (-0.04682, 0.23051, -2.94770)

Lowest unoccupied orbital energy (eV): 0.9
2S+1: 1
Total charge: 0
SMILES: C=C(CCN)NC



Bottom line: #w, by a margin of 83.0 kJ/mol.